{
  "formula": "C36H86N2O8",
  "method": "ωB97M-V/def2-TZVPD",
  "symbols": ["H", "H", "H", "H", "H", "H", "C", "H", "H", "C", "H", "C", "H", "C", "H", "H", "H", "O", "H", "H", "H", "N", "C", "H", "H", "O", "H", "H", "O", "H", "C", "H", "C", "H", "H", "H", "C", "C", "C", "C", "C", "C", "H", "C", "C", "H", "C", "H", "H", "H", "H", "H", "C", "O", "H", "H", "H", "O", "H", "O", "C", "H", "H", "C", "H", "H", "H", "H", "H", "C", "H", "H", "H", "H", "H", "C", "C", "H", "C", "H", "H", "H", "H", "C", "H", "H", "H", "C", "C", "C", "H", "C", "H", "H", "H", "H", "H", "H", "H", "H", "C", "N", "H", "O", "H", "H", "H", "O", "H", "H", "H", "C", "H", "C", "H", "H", "H", "C", "H", "H", "C", "H", "H", "H", "H", "H", "H", "C", "H", "C", "H", "C"],
  "coordinates": [[-4.850, -4.049, 0.026], [3.355, 3.956, -1.306], [-3.391, -5.236, 1.147], [-1.491, 2.460, 3.092], [4.800, 4.910, 0.472], [-4.731, -4.256, 3.728], [-5.148, -3.079, 1.955], [-1.369, 0.442, -0.023], [3.523, -3.088, 3.178], [0.121, -1.738, -3.928], [-6.598, -1.516, 1.748], [2.874, -2.247, 3.092], [-4.923, 5.131, 2.867], [-4.550, 4.116, 2.591], [-2.754, 4.098, 3.859], [-2.873, -3.595, -0.124], [0.894, 0.500, -4.553], [-3.722, -0.670, -4.189], [1.852, -2.620, 2.803], [-2.311, -1.957, -0.199], [6.200, 4.124, -0.208], [2.301, -2.217, -3.027], [2.160, -1.902, -5.401], [1.425, -2.359, -1.321], [2.748, 2.390, 0.608], [2.699, -0.218, 1.750], [-6.522, -3.788, 0.440], [-4.730, 4.001, 1.532], [-2.329, 4.857, 2.039], [-4.815, 1.066, -4.584], [4.621, 2.762, 0.151], [3.702, -4.372, -2.306], [-3.517, -5.082, 2.207], [-0.406, -1.278, -4.751], [1.711, -2.883, -5.542], [2.365, 2.859, 5.058], [-2.470, 2.496, 2.634], [-2.403, -4.081, 2.552], [1.644, -1.419, -4.065], [4.172, -3.463, -1.937], [-6.347, -2.299, 2.487], [4.940, -1.022, 2.293], [-2.176, -3.989, 3.598], [-4.870, -4.362, 2.651], [0.333, 1.920, -0.381], [5.600, -1.085, -2.280], [4.308, -2.767, -4.378], [-3.034, 2.622, -4.431], [3.647, -1.948, 1.078], [-2.166, -1.315, 3.479], [-0.727, -2.001, 2.729], [-3.149, -0.732, -4.969], [-5.564, -3.314, 0.484], [0.348, 4.089, 2.515], [-3.432, 1.083, -1.825], [1.764, -1.263, -6.145], [-0.889, 3.172, -1.656], [0.768, 1.916, 0.908], [4.238, -1.012, -5.685], [3.572, 2.519, 1.145], [-2.238, -2.867, 0.394], [2.891, -1.692, 4.063], [0.057, 4.112, -0.483], [4.491, -1.069, -2.466], [-4.493, -1.098, 0.744], [1.798, 0.479, -3.000], [-3.137, 1.737, 3.146], [4.962, -0.407, 3.181], [0.627, 3.462, 1.803], [-4.291, 1.007, -2.545], [-0.998, 0.940, -1.628], [-3.467, -6.081, 2.657], [3.329, 0.555, 1.716], [0.123, -2.817, -4.020], [2.667, 0.425, -4.562], [-2.717, 1.560, -4.444], [-0.516, 0.692, -0.683], [0.464, 5.157, 5.237], [-3.981, 0.762, -3.991], [-1.219, -3.235, 0.395], [-2.450, 2.098, 1.599], [1.074, 6.148, 3.839], [3.283, 2.154, -1.328], [1.571, 2.731, 4.302], [-1.433, -4.464, 2.169], [5.223, -3.609, -1.903], [4.316, -0.313, -3.262], [-3.015, 3.924, 2.817], [-0.506, 3.186, -0.625], [1.441, 4.003, 3.459], [0.621, 2.484, 4.756], [-1.739, -1.594, 2.510], [3.815, -2.479, -6.515], [-7.143, -3.011, 2.570], [-1.265, 3.220, 0.201], [-0.111, -1.488, -2.895], [2.391, 4.200, 3.017], [5.447, -1.986, 2.490], [-5.750, -5.037, 2.560], [-2.567, 1.246, -5.499], [3.651, -1.910, -5.566], [-4.010, -2.222, 2.207], [5.804, 3.978, 1.520], [-4.258, -0.917, 1.660], [1.929, 1.892, 3.650], [-1.622, -0.705, 1.869], [4.066, -3.816, -4.487], [1.996, -1.699, -1.722], [0.153, -0.180, -0.888], [2.087, 5.452, 5.002], [5.325, 1.896, 0.081], [1.777, 0.105, -4.046], [1.211, 1.073, 1.147], [1.223, 5.287, 4.446], [4.074, -0.732, -1.527], [-4.661, 2.029, -2.445], [4.606, 2.949, -2.091], [3.454, -1.393, 1.988], [3.956, -3.247, -0.932], [-1.868, 1.322, -3.795], [3.951, 3.012, -1.221], [5.400, -0.551, 1.394], [-5.058, 0.335, -2.100], [-1.391, 4.653, 2.147], [-6.192, -1.892, 3.479], [1.099, 1.812, -1.172], [-5.098, 3.379, 3.106], [-2.617, -2.720, 1.900], [5.382, -2.683, -4.451], [3.876, -2.353, -2.924], [-5.644, -2.459, -0.194], [5.417, 4.000, 0.507]],
  "mulliken_charge": [0.31, 0.26, 0.34, 0.02, 0.33, 0.34, 1.40, -0.65, 0.51, -1.84, 0.31, -1.20, 0.33, -1.59, 0.20, 0.32, 0.55, -0.57, 0.04, 0.11, 0.44, -0.14, -1.42, 0.22, 0.28, -0.11, 0.51, 0.36, -0.57, 0.26, 0.89, 0.46, -0.68, 0.52, 0.45, 0.42, -0.38, -1.47, 1.91, -2.08, -1.95, -1.62, 0.43, -1.41, 2.47, 0.47, -1.41, 0.42, -0.50, 0.50, 0.20, 0.32, -1.45, -0.61, -0.05, 0.39, 0.49, 1.12, 0.39, -0.67, -1.50, 0.30, 0.46, -1.35, 0.27, -0.21, 0.49, 0.43, 0.01, -0.96, -0.44, 0.41, 0.02, 0.50, 0.46, -1.06, 0.59, 0.34, 0.53, 0.44, -0.21, 0.44, -0.15, -0.83, 0.40, 0.49, 0.25, 0.61, -1.82, 0.80, 0.34, -1.41, 0.40, 0.52, 0.21, 0.19, 0.04, 0.49, 0.46, 0.43, -0.65, -0.01, 0.38, -0.24, -0.09, -0.14, 0.41, -0.13, -0.04, 0.55, 0.04, -1.57, -0.41, -1.79, -0.02, 0.44, 0.47, 1.24, 0.20, -0.02, -0.84, 0.25, 0.26, 0.52, 0.41, -1.35, 0.43, 2.28, 0.39, 2.05, 0.32, -1.66],
  "homo_energy_ev": -8.5,
  "total_charge": 0,
  "total_energy_ha": -2134.49802,
  "smiles": "CC1(C)CCCC(C)(C)N1O.CC1(C)CCCC(C)(C)N1O.CC(C)O.CC(C)O.CC(C)O.CC(C)O.CC(C)O.CC(C)O"
}

{
  "formula": "C36H86N5O3P",
  "method": "ωB97M-V/def2-TZVPD",
  "symbols": ["C", "H", "H", "H", "H", "H", "H", "H", "C", "H", "C", "H", "H", "H", "H", "H", "C", "H", "N", "H", "H", "C", "H", "H", "H", "H", "H", "C", "H", "C", "H", "C", "H", "H", "H", "C", "H", "C", "C", "C", "C", "H", "H", "H", "C", "H", "C", "C", "C", "H", "H", "H", "C", "H", "H", "H", "H", "H", "H", "H", "H", "H", "H", "H", "C", "C", "C", "C", "H", "N", "H", "H", "H", "H", "C", "H", "C", "H", "H", "H", "O", "H", "H", "H", "C", "H", "C", "H", "H", "H", "P", "H", "C", "H", "N", "H", "C", "O", "H", "H", "C", "H", "H", "C", "H", "C", "H", "O", "H", "H", "H", "H", "N", "H", "H", "H", "H", "H", "C", "N", "H", "H", "H", "H", "H", "H", "C", "C", "C", "C", "H"],
  "coordinates": [[5.314, 4.986, -1.680], [7.479, 5.303, -0.011], [8.880, 3.552, -0.685], [2.583, 3.787, 2.446], [-4.526, -3.065, 2.458], [0.738, 3.502, 2.516], [1.205, -4.190, -3.761], [-5.648, -1.461, 5.227], [1.352, -5.381, -1.119], [-2.477, 1.045, -7.363], [2.012, 1.428, 3.788], [2.080, 0.794, 4.742], [-4.074, 2.272, -2.831], [-3.716, 1.274, 7.107], [-1.443, 1.998, 4.671], [-0.770, 1.523, -7.329], [-0.157, 0.316, 3.573], [3.609, -5.950, -4.678], [-6.118, -3.487, 4.973], [-1.440, -0.851, 7.260], [5.418, 4.039, -2.224], [-3.224, 2.345, 3.256], [-4.209, 0.781, 4.902], [-7.881, -6.422, 4.834], [3.893, -6.804, -3.195], [1.217, -5.139, -0.062], [-5.488, -4.555, 2.495], [6.757, 6.297, -3.139], [1.901, -2.467, -2.082], [-1.792, 1.893, -7.399], [-0.932, -0.130, -1.332], [2.778, -5.030, -1.546], [-4.520, -4.818, 4.937], [6.372, 4.420, -4.206], [-3.745, -4.609, 2.738], [7.694, 5.309, -1.085], [-0.321, 2.710, -4.386], [3.162, -6.164, -3.700], [-3.515, 1.638, -4.834], [-2.562, -0.637, 7.369], [-2.212, 1.388, 4.073], [-7.323, -1.860, 5.443], [-2.981, 3.498, -6.637], [-1.894, 2.349, -8.389], [-0.604, 0.596, -4.640], [6.972, 5.734, -5.210], [-4.805, -3.872, 4.466], [-2.806, 0.775, 6.621], [-6.454, -2.075, 4.810], [-4.854, 0.784, -3.378], [-1.401, -0.142, -4.750], [3.374, -2.157, -3.025], [2.945, 0.544, 0.603], [0.556, -1.569, -0.161], [-1.881, 1.449, 6.705], [-3.704, 3.040, 4.026], [8.507, 6.035, -1.187], [-2.931, -0.617, 4.832], [3.056, -4.088, -1.059], [-6.161, -6.283, 4.498], [-2.894, -0.625, 8.452], [1.560, -7.486, -3.031], [-0.217, 1.303, -0.324], [-4.054, -3.161, 4.826], [-6.768, -1.579, 3.398], [1.883, -6.969, -3.934], [0.106, -0.817, 0.562], [2.521, 1.223, -0.800], [-3.171, 0.744, -2.872], [0.939, 0.976, 2.873], [-1.285, 3.678, -6.318], [-7.238, -0.592, 3.453], [3.503, 1.582, -1.281], [-3.410, 0.685, -5.366], [-4.647, -4.030, 2.953], [5.634, 4.063, 0.273], [4.895, 4.678, -0.247], [-2.636, 2.896, 2.459], [-6.782, -5.914, 6.120], [1.152, -6.447, -1.227], [1.863, 2.790, 4.235], [-7.464, -4.352, 3.575], [8.081, 4.888, -4.150], [-7.457, -2.236, 2.866], [-3.918, 1.347, -3.393], [2.070, -7.740, -4.688], [1.669, 3.696, 3.135], [-4.355, 2.166, -5.299], [-3.120, -1.481, 6.828], [-4.087, 1.748, 2.800], [1.514, -0.156, 1.626], [3.039, 1.303, 3.285], [2.340, -2.505, -3.083], [3.955, 4.119, -0.249], [-2.320, 2.463, -4.961], [-0.023, 0.622, -5.563], [-7.222, -4.380, 4.645], [-1.468, 0.625, 3.085], [3.655, -0.324, 0.361], [5.874, 6.866, -3.453], [-6.988, -5.831, 5.050], [-0.623, -1.378, 1.240], [4.738, 5.596, 0.326], [-2.092, 2.938, -6.324], [-1.336, 1.989, -3.191], [7.061, 5.265, -4.225], [1.872, 2.144, -0.609], [-0.057, -0.499, 4.496], [-1.734, 0.421, 0.203], [2.638, -3.827, -4.713], [0.597, -4.826, -1.679], [1.061, -6.353, -4.299], [6.514, 5.806, -1.785], [7.568, 7.032, -3.115], [8.808, 3.960, -2.388], [7.419, 3.193, -1.598], [0.067, 0.236, -3.855], [1.539, 4.741, 3.594], [2.261, -3.902, -3.687], [3.046, -4.901, -2.975], [1.783, -1.801, -3.707], [3.466, -5.763, -1.113], [2.044, 0.484, -1.514], [4.481, 5.524, -2.146], [3.571, 1.321, 1.156], [-5.864, -1.462, 2.801], [-3.112, 0.495, 5.048], [8.218, 3.925, -1.471], [-1.131, 1.982, -4.267], [-0.703, 0.281, -0.285], [-8.117, -4.041, 5.179]],
  "mulliken_charge": [-0.40, 0.35, 0.36, 0.12, 0.20, 0.15, 0.24, 0.03, -1.02, 0.27, -0.56, 0.25, 0.32, 0.32, 0.29, 0.22, -0.37, 0.41, 0.15, 0.22, 0.23, -1.53, 0.29, 0.43, 0.35, 0.39, 0.26, -0.67, -0.30, -0.96, 0.19, -0.65, 0.43, 0.26, 0.42, -0.70, 0.34, -0.70, -0.32, -0.80, 0.22, 0.42, 0.41, 0.39, -0.27, 0.39, -0.15, -0.46, -0.34, 0.44, 0.25, 0.30, -0.34, 0.00, 0.33, 0.38, 0.36, -0.11, 0.35, 0.30, 0.33, 0.23, 0.16, -0.27, -1.00, -0.95, -0.30, -0.79, 0.19, 1.03, 0.35, 0.42, 0.28, 0.24, -1.03, 0.29, -1.24, 0.35, 0.33, 0.30, -0.36, 0.25, 0.22, 0.33, -1.32, 0.39, -0.36, 0.46, 0.11, 0.29, -0.39, 0.36, -0.52, 0.31, 0.10, 0.34, -0.34, -0.10, 0.38, 0.39, -1.41, 0.36, 0.33, -0.65, 0.30, -0.94, 0.26, -0.56, 0.30, 0.42, 0.24, 0.27, 0.11, 0.35, 0.28, 0.22, -0.15, 0.26, -0.47, 0.08, 0.35, 0.34, 0.08, 0.40, 0.31, 0.12, -0.01, -0.92, -0.94, -0.65, 0.43],
  "homo_energy_ev": -7.4,
  "total_charge": 0,
  "total_energy_ha": -2263.89666,
  "smiles": "CCC[C@H](C)OC(=O)N(COC)P(CC)CC.CCN(CC)CC.CCN(CC)CC.CCN(CC)CC.CCN(CC)CC"
}

{
  "formula": "C36H86O17S",
  "method": "ωB97M-V/def2-TZVPD",
  "symbols": ["H", "H", "O", "H", "H", "H", "H", "H", "C", "C", "S", "H", "C", "C", "H", "H", "O", "H", "O", "O", "H", "H", "H", "C", "H", "H", "O", "H", "H", "C", "H", "H", "H", "H", "H", "O", "C", "C", "H", "H", "H", "H", "C", "H", "H", "H", "O", "C", "H", "C", "H", "H", "H", "C", "H", "C", "H", "C", "H", "O", "H", "O", "C", "C", "H", "H", "H", "H", "O", "C", "C", "H", "H", "O", "O", "O", "H", "C", "H", "H", "O", "H", "H", "H", "H", "C", "H", "H", "H", "H", "H", "C", "C", "C", "H", "C", "H", "C", "H", "H", "H", "H", "H", "H", "H", "H", "H", "C", "H", "H", "H", "C", "H", "H", "C", "H", "H", "H", "H", "C", "H", "C", "C", "H", "C", "H", "H", "H", "H", "H", "O", "H", "C", "O", "C", "H", "O", "C", "C", "H"],
  "coordinates": [[-4.305, 4.676, 2.334], [-9.273, 1.367, -10.029], [-1.551, -0.519, -0.955], [8.409, -6.660, -3.161], [-10.369, 3.557, -9.822], [6.958, -7.159, -2.270], [-1.310, -2.209, -4.503], [-4.769, 6.740, 4.444], [9.634, -3.822, -0.976], [-2.691, 0.142, -1.480], [-1.056, -2.177, 3.018], [0.445, -0.778, -1.227], [-0.014, -0.756, 2.554], [5.902, -0.487, 4.162], [-0.512, -0.324, 1.697], [9.949, -2.774, -0.925], [-4.615, 2.369, -5.587], [0.171, 2.379, 3.942], [3.612, 2.908, 3.021], [-10.985, 1.788, -8.936], [-3.876, 3.951, -7.545], [0.980, -1.102, 2.310], [11.300, -4.942, 5.654], [-3.750, 6.393, 4.606], [-0.071, 0.919, -1.168], [-4.642, 1.281, 4.796], [10.514, -4.689, 3.800], [-3.713, -1.667, -2.035], [-5.756, -1.625, 7.265], [-10.465, 3.101, -8.831], [-11.170, 3.686, -8.244], [-4.065, -3.363, 4.598], [-3.152, 3.444, -9.083], [6.179, -5.317, -0.839], [-2.781, -2.988, -3.888], [8.439, -4.019, -0.239], [10.880, -1.489, 4.202], [-3.422, -0.715, -2.488], [-2.409, 1.099, -1.929], [6.679, -3.008, -0.106], [-3.334, 6.920, 5.472], [6.846, -0.944, 4.452], [0.094, 0.254, 3.701], [-5.272, -3.273, 7.752], [-0.257, 1.863, 2.331], [6.077, -0.811, 2.079], [-3.006, 6.688, 3.438], [-4.857, -1.408, 4.298], [-5.695, 0.701, -6.177], [0.384, 1.644, 3.175], [7.008, 0.578, 2.631], [-4.275, 0.238, 6.195], [-1.516, -2.440, -2.755], [-4.688, -2.648, 5.144], [-4.342, -1.869, 8.310], [-9.439, 0.005, -8.374], [-9.310, 0.197, -5.635], [-9.255, 1.085, -6.275], [5.244, 2.150, 4.064], [2.559, 1.969, 4.826], [-2.047, 5.108, 1.506], [-2.550, 3.806, 3.043], [-5.352, 1.664, -6.571], [-1.732, 4.842, 2.519], [8.684, -2.455, 2.101], [-8.797, -0.750, -8.840], [-3.770, 5.320, 4.812], [5.725, 0.295, 4.888], [-2.346, 2.542, -7.454], [7.739, -6.395, -2.345], [9.544, -2.755, 2.707], [9.515, -4.114, -2.022], [-8.648, 1.838, -5.774], [-8.624, 0.774, -7.504], [1.735, 1.771, 2.696], [7.174, -5.133, -2.649], [5.564, -4.097, -1.965], [-4.906, -2.279, 7.474], [3.994, 0.379, 2.380], [-3.283, 0.777, -5.667], [9.576, -1.907, 3.847], [-10.603, 0.204, -10.151], [-5.659, -3.115, 5.330], [11.255, -0.747, 3.488], [5.044, 1.162, 1.237], [10.327, -4.755, 5.201], [10.445, -2.625, 2.100], [-0.830, 0.280, 4.266], [-10.260, 1.484, -6.427], [-0.387, -0.065, -2.623], [-4.333, -0.194, -2.798], [-3.809, 3.706, 2.400], [2.629, 2.185, 3.618], [9.375, -4.205, 3.101], [-1.270, 2.216, -5.761], [4.885, 2.257, 3.046], [11.575, -2.331, 4.247], [6.475, -4.551, -1.562], [-3.364, 0.349, -0.641], [-1.409, 5.797, 4.417], [-4.762, 1.495, -7.474], [9.925, -3.821, 5.599], [-3.696, 3.286, 1.394], [-4.428, 3.032, 2.991], [7.581, -2.706, -1.598], [9.268, -4.805, 2.193], [-5.291, -1.696, 3.335], [-1.734, 6.064, 3.407], [-6.225, 2.261, -6.828], [0.888, -0.055, 4.367], [-1.023, 6.792, 3.005], [7.293, -3.479, -0.880], [5.568, 2.944, 2.563], [-5.804, 1.138, 6.131], [-5.070, 0.596, 5.537], [10.406, -4.441, -0.522], [8.470, -4.333, 3.701], [-2.283, 3.669, -5.713], [-3.150, 1.852, -4.273], [-10.056, 0.854, -9.462], [-2.255, 4.537, -8.010], [-2.941, 3.683, -8.042], [-0.334, -0.081, -1.532], [-0.711, 4.448, 2.462], [6.070, 0.044, 2.747], [10.822, -1.027, 5.186], [-3.883, -0.950, 4.103], [-9.494, 3.111, -8.332], [5.153, -1.265, 4.221], [8.310, -6.368, -1.414], [-5.742, -0.473, 4.898], [-10.219, -0.517, -7.813], [-2.034, -2.213, -3.689], [-4.027, -2.364, 6.368], [-2.246, 2.625, -6.041], [-0.528, -2.485, 4.209], [-2.642, -0.934, -3.653], [4.919, 0.944, 2.293], [-3.325, 1.822, -5.353], [9.655, -5.580, 5.461]],
  "mulliken_charge": [0.37, 0.32, -0.25, 0.24, 0.32, 0.33, 0.25, 0.25, -0.93, -0.47, -0.27, 0.24, -0.10, -1.06, -0.02, 0.30, -0.42, 0.37, -0.35, -0.38, 0.31, 0.31, 0.25, -0.68, 0.34, -0.18, -0.38, 0.48, 0.35, -0.59, 0.24, 0.39, 0.25, 0.33, 0.31, -0.07, -0.81, -0.70, 0.29, 0.06, 0.33, 0.22, -0.64, 0.32, 0.47, -0.06, -0.38, -0.06, 0.30, -0.65, 0.33, 0.34, 0.29, -0.59, 0.24, -0.54, 0.30, -0.82, 0.34, -0.60, 0.37, -0.14, -0.56, -0.39, 0.12, 0.34, 0.27, 0.34, -0.38, -0.64, -0.14, 0.42, 0.22, -0.22, -0.31, -0.38, 0.39, -0.79, 0.07, 0.35, -0.31, 0.38, 0.34, 0.30, 0.27, -0.71, 0.33, 0.32, 0.40, 0.41, 0.37, -0.67, 0.69, -0.53, 0.36, -0.68, 0.36, -0.64, 0.38, 0.33, 0.30, 0.29, 0.24, 0.07, 0.44, 0.32, 0.36, -0.65, 0.15, 0.36, 0.39, -0.28, 0.34, 0.29, -0.25, 0.24, 0.30, 0.36, -0.03, -0.52, 0.32, -0.72, -0.89, 0.28, -0.11, 0.26, 0.03, 0.20, 0.32, 0.23, -0.41, 0.36, -0.81, -0.34, -0.70, 0.12, -0.25, -0.03, 0.09, 0.32],
  "homo_energy_ev": -8.9,
  "total_charge": 0,
  "total_energy_ha": -3100.19262,
  "smiles": "CCCCOC(=O)OCCCS.COCCOC.COCCOC.COCCOC.COCCOC.COCCOC.COCCOC.COCCOC"
}